[1]
{
  "formula": "C3H7N2",
  "method": "ωB97M-V/def2-TZVPD",
  "charge": 1,
  "e_above_lowest_ev": 6.345,
  "molar_mass_g_mol": 71.1,
  "species": ["N", "H", "C", "H", "H", "C", "H", "H", "N", "H", "H", "C"],
  "xyz": [[-0.0039, 1.3675, -0.1246], [-2.1765, -0.9059, -0.4776], [1.2902, 0.4114, 0.7971], [3.0002, -0.4933, 0.2323], [2.1236, 0.1259, -1.1598], [2.0235, -0.2257, -0.2006], [1.3195, -1.1172, -0.3011], [-0.8159, -0.9749, 0.5908], [-1.0987, 0.9462, -0.1506], [-2.2197, -0.2097, 1.1108], [-1.8642, 1.4633, -0.5880], [-1.5781, -0.3877, 0.2712]],
  "nbo_charge": [-0.03, 0.26, 0.45, 0.30, 0.29, -0.89, 0.33, 0.22, -0.12, 0.26, 0.41, -0.47]
}


[2]
{
  "formula": "C22H31BrO5PPdSi",
  "method": "ωB97M-V/def2-TZVPD",
  "charge": 1,
  "e_above_lowest_ev": 2.959,
  "molar_mass_g_mol": 620.9,
  "species": ["H", "O", "H", "H", "C", "C", "C", "H", "C", "H", "H", "H", "C", "Br", "C", "O", "C", "H", "H", "O", "C", "H", "H", "H", "H", "H", "P", "C", "H", "C", "C", "H", "C", "Pd", "C", "H", "H", "H", "H", "C", "C", "C", "H", "C", "C", "H", "H", "H", "H", "Si", "C", "H", "C", "O", "H", "H", "H", "C", "H", "C", "O", "H"],
  "xyz": [[3.1884, -3.6045, 0.4877], [1.4037, -1.5743, 0.5097], [-0.6463, 5.3626, -1.4330], [-2.7485, -4.7576, 4.3058], [-2.4363, -5.1751, -0.2727], [-1.3167, 5.4324, -0.5743], [3.4291, -2.8401, 1.2259], [5.1761, 1.1169, -1.2075], [0.6219, 0.0119, -2.7174], [4.1877, -2.1777, 0.8195], [2.4848, 2.6531, 2.5175], [3.8418, -3.3347, 2.1065], [2.6770, 2.9380, 1.4838], [-1.2137, -0.6131, 1.9534], [-1.4323, -2.5677, -0.3549], [-0.2218, -0.8421, -2.4935], [-2.0615, -2.9679, 3.3173], [-1.3311, -2.8538, -2.4700], [-2.2629, -5.1400, -2.3879], [1.6179, 0.8970, 0.7717], [-3.7028, 4.1751, 0.8838], [-4.1516, 5.2190, -2.2078], [-2.9768, -6.0509, 2.2253], [-4.2100, 5.1402, 0.9501], [5.2983, 0.7628, -2.9304], [4.6564, -1.2934, -1.7441], [1.6629, -0.2403, -0.2659], [3.9319, -0.4933, -1.8839], [1.4764, -2.7619, 2.1358], [-2.6147, -5.0310, 2.1987], [-2.4957, -4.3126, 3.3536], [-3.1317, 4.0379, 1.8035], [-3.6597, 4.2445, -2.1668], [-0.7520, -0.6221, -0.4879], [4.6047, 0.8389, -2.0923], [-2.0007, -2.3825, 4.2247], [-4.4344, 3.4756, -2.1758], [-3.0666, 4.1330, -3.0756], [2.3936, -1.2576, 2.3138], [-1.7427, -2.4348, 2.1080], [1.6409, 2.3516, 0.5641], [-1.7758, 2.4594, -0.6472], [-4.4671, 3.3968, 0.8431], [-2.1242, -4.5946, -1.4633], [-1.2143, 1.3770, -0.6686], [-1.7791, 6.4214, -0.5869], [-0.7139, 5.3557, 0.3332], [3.2795, -0.7762, -2.7122], [0.6291, 2.6859, 0.7799], [-2.6223, 4.0996, -0.6298], [-1.5981, -3.2739, -1.5121], [0.8357, 0.3842, -3.7190], [-2.2822, -4.4629, 0.9424], [1.3577, 0.5536, -1.7663], [-2.8191, -6.1871, -0.2361], [3.8868, 1.6291, -2.3122], [3.6822, 2.6134, 1.2161], [2.1920, -2.0999, 1.6531], [2.6346, 4.0253, 1.4162], [-1.7990, -3.1335, 0.8965], [3.1667, -0.4935, -0.6604], [1.8476, 2.5587, -0.4843]],
  "nbo_charge": [0.23, -0.85, 0.24, 0.23, -0.17, -1.10, -0.64, 0.23, 0.71, 0.22, 0.22, 0.24, -0.63, 0.29, -0.21, -0.56, -0.22, 0.23, 0.23, -0.84, -1.11, 0.24, 0.23, 0.24, 0.24, 0.21, 2.53, -0.04, 0.21, -0.16, -0.20, 0.24, -1.11, 0.73, -0.64, 0.24, 0.24, 0.24, 0.20, -0.09, -0.05, -0.58, 0.24, -0.19, -0.48, 0.25, 0.23, 0.18, 0.23, 1.60, -0.25, 0.20, -0.06, -0.72, 0.22, 0.21, 0.22, -0.04, 0.24, -0.07, -0.85, 0.20]
}


[3]
{
  "formula": "C4H5NO2",
  "method": "ωB97M-V/def2-TZVPD",
  "charge": 0,
  "e_above_lowest_ev": 1.837,
  "molar_mass_g_mol": 99.1,
  "species": ["C", "H", "H", "H", "H", "N", "C", "H", "O", "C", "C", "O"],
  "xyz": [[0.1208, -0.1327, 0.2600], [0.4358, -0.5238, -1.9681], [1.5091, -0.9673, 1.4560], [0.4563, 0.0189, 2.2441], [-0.4801, 2.0487, -0.4207], [0.9765, -0.1072, 1.3826], [-1.2662, -0.7179, 0.1064], [1.6407, 0.5931, -1.1274], [-1.6938, 0.2751, -0.7576], [0.6471, 0.1529, -1.1444], [-0.4417, 0.9799, -0.5840], [-1.9045, -1.6196, 0.5531]],
  "nbo_charge": [-0.04, 0.23, 0.37, 0.37, 0.22, -0.81, 0.77, 0.24, -0.49, -0.41, 0.07, -0.54]
}


[4]
{
  "formula": "C24H25CoFN3O4S2",
  "method": "ωB97M-V/def2-TZVPD",
  "charge": 2,
  "e_above_lowest_ev": 0.000,
  "molar_mass_g_mol": 561.5,
  "spin_multiplicity": 5,
  "species": ["H", "N", "Co", "C", "C", "H", "C", "H", "S", "N", "C", "H", "C", "C", "H", "H", "C", "C", "H", "H", "H", "C", "H", "H", "H", "N", "H", "C", "C", "C", "H", "C", "H", "H", "O", "C", "O", "C", "C", "H", "C", "H", "F", "O", "C", "H", "O", "C", "C", "H", "C", "H", "C", "H", "S", "C", "H", "H", "C", "H"],
  "xyz": [[-1.3439, 2.5577, -1.7545], [3.2408, 2.3655, -1.9866], [1.5902, 1.1367, -1.1744], [2.6340, 4.7554, -1.6476], [0.0962, -0.4007, 1.1604], [-1.8180, -1.0637, -2.3728], [-4.0732, -3.3025, 1.9920], [-1.4139, 4.3480, 0.7472], [5.1844, 3.9615, -2.4983], [2.9605, -0.3443, -2.0622], [-1.1182, 2.7871, -0.7158], [-2.7395, 4.1442, -0.3872], [-1.6749, -1.3340, -0.2324], [5.1500, -0.7679, -2.7290], [0.9151, -2.1360, -2.1715], [1.7176, -2.4896, -0.6467], [-2.2640, -2.3086, 3.3947], [5.4700, 2.3271, -2.6743], [-0.8863, -1.5593, 4.9303], [-4.2282, -1.4779, 3.1442], [2.8593, 5.0824, -0.6284], [-2.2675, -1.9103, 0.9017], [1.5982, 4.4320, -1.6944], [6.1709, -0.5866, -3.0284], [-5.1469, -3.3990, 1.8357], [-1.6832, -1.6908, 2.1512], [-2.2097, -0.4524, 4.5137], [-1.6537, 4.1322, -0.2960], [4.3250, 1.5918, -2.3634], [-3.7639, -2.4656, 3.2182], [2.0059, -3.5509, -2.0429], [-3.3881, -2.2759, -1.5898], [-1.5044, 1.9799, -0.0928], [-1.8103, -3.3016, 3.4676], [2.1635, 0.7203, 0.5843], [1.8357, -2.5227, -1.7347], [0.3419, 2.7709, -0.6347], [-0.4620, -0.5421, -0.1251], [1.3687, 0.3331, 1.5478], [-2.5153, -1.9040, 5.4650], [-0.5715, -0.9798, 2.2305], [6.4274, 1.9425, -2.9910], [-3.9618, -2.4665, -2.7798], [0.0042, -0.0194, -1.1975], [-2.2561, -1.5203, -1.4982], [-4.8892, -3.4404, -0.6049], [1.5995, 0.5153, 2.7229], [4.1775, 0.1908, -2.3974], [-3.9855, -2.8595, -0.4718], [0.5883, 3.0526, 0.2583], [3.5300, 3.6323, -2.0050], [-1.2550, 4.9284, -0.9240], [2.9640, -1.6398, -2.0980], [-0.1414, -0.8305, 3.2092], [4.5262, -2.3053, -2.5807], [-1.9328, -1.5004, 4.6383], [-3.6839, -4.3156, 2.1333], [2.7953, 5.6068, -2.3078], [-3.4392, -2.6910, 0.7776], [-4.1588, -2.9398, 4.1159]],
  "nbo_charge": [0.20, -0.54, 1.53, -0.70, -0.38, 0.25, -0.43, 0.22, 0.63, -0.53, -0.06, 0.25, -0.18, -0.31, 0.28, 0.28, -0.03, -0.30, 0.23, 0.22, 0.28, 0.23, 0.28, 0.28, 0.24, -0.32, 0.22, -0.65, 0.13, -0.41, 0.26, 0.41, 0.18, 0.21, -0.88, -0.70, -0.80, 0.56, 0.78, 0.25, 0.17, 0.28, -0.30, -0.83, -0.26, 0.25, -0.60, 0.16, -0.22, 0.50, 0.20, 0.22, 0.22, 0.27, 0.63, -0.63, 0.23, 0.27, -0.01, 0.24]
}


[5]
{
  "formula": "C5H11O2",
  "method": "ωB97M-V/def2-TZVPD",
  "charge": -1,
  "e_above_lowest_ev": 0.673,
  "molar_mass_g_mol": 103.1,
  "species": ["H", "H", "C", "C", "C", "O", "H", "H", "O", "C", "C", "H", "H", "H", "H", "H", "H", "H"],
  "xyz": [[1.8951, 0.2820, -0.4775], [2.8465, -0.7522, 2.3887], [-2.6733, 0.2940, 0.7199], [2.1174, -0.7265, -0.1442], [3.7693, -0.6100, 1.8113], [-2.3576, -0.2138, -1.6309], [3.9046, 0.4405, 2.0726], [3.9853, -1.8579, 0.0047], [-2.8896, 1.8864, -0.9755], [-2.5949, 0.6794, -0.7965], [3.5721, -0.9088, 0.3316], [1.8505, -1.3734, -0.9813], [4.5007, -1.2805, 2.2497], [1.3828, -0.9183, 0.6390], [-2.1919, -0.6205, 1.0641], [4.0957, -0.1251, -0.2290], [-2.2223, 1.1447, 1.2261], [-3.7241, 0.4200, 0.9915]],
  "nbo_charge": [0.21, 0.20, -0.76, -0.61, -0.62, -0.79, 0.21, 0.19, -0.81, 0.77, -0.41, 0.22, 0.20, 0.21, 0.18, 0.19, 0.20, 0.20]
}


[6]
{
  "formula": "C3H5ClFO4S",
  "method": "ωB97M-V/def2-TZVPD",
  "charge": -1,
  "e_above_lowest_ev": 0.000,
  "molar_mass_g_mol": 191.6,
  "smiles": "C[C@H](Cl)[C@@](O)(F)S(=O)(=O)[O-]",
  "species": ["H", "O", "O", "O", "F", "C", "S", "H", "O", "H", "H", "H", "C", "Cl", "C"],
  "xyz": [[-2.6147, 0.9135, -0.6553], [2.0430, 0.1949, -1.4575], [2.5463, 0.0346, 0.9293], [1.2712, 1.8020, 0.0688], [0.8729, -1.9932, 0.0081], [-0.9498, -0.5920, -0.5243], [1.6846, 0.4662, -0.1177], [-0.7649, -0.9045, -1.5195], [0.1901, -0.5395, 1.6621], [-0.8051, 1.4732, -0.9988], [-1.2228, 1.0978, 0.6663], [1.0548, -0.2853, 2.1039], [-1.4204, 0.8484, -0.3561], [-2.1949, -1.7932, -0.0891], [0.3098, -0.7228, 0.2799]],
  "nbo_charge": [0.19, -1.02, -1.04, -1.03, -0.38, -0.23, 2.43, 0.23, -0.75, 0.25, 0.24, 0.52, -0.62, -0.10, 0.30]
}


The highest charge belongs to which entry?
C24H25CoFN3O4S2